Entry 1:
C4H4ClF in the gas phase at a distorted geometry. Source: the Open Molecules 2025 dataset; level of theory: ωB97M-V/def2-TZVPD.

E_tot (eV): -19448.319
LUMO (hartree): 0.0280
Frontier orbital gap (eV): 10.790
SMILES: C#CC[C@@H](F)Cl
HOMO energy (Ha): -0.3685
Maximum force (eV/A): 8.8
Energy relative to the best compared isomer or geometry (same formula, charge and spin) (kJ/mol): 302.77

The geometry in ORCA input format:
```
! RIJCOSX wB97M-V def2-TZVPD def2/J DEFGRID3
* xyz 0 1
C -0.590 -1.886 -1.023
C -0.927 -0.830 -0.322
C -0.690 0.465 0.354
C 0.691 0.761 0.274
F 1.310 0.651 -0.972
Cl 1.297 2.268 0.915
H -0.180 -2.898 -1.699
H -0.757 0.104 1.543
H -1.437 1.290 -0.065
H 1.283 0.076 0.994
*
```

Results of the Löwdin charge analysis, in e, for atoms 1 through 4:
1 C 0.082
2 C -0.163
3 C -0.275
4 C -0.854

---

Entry 2:
A molecular structure, C46H37KN4O3P2S5Sb. Source: the Open Molecules 2025 dataset; level of theory: ωB97M-V/def2-TZVPD.

E_tot (eV): -156024.310
LUMO (spin up / spin down) (hartree): 0.1395 / 0.1395
Frontier orbital gap (spin up / spin down) (eV): 5.374 / 5.364
HOMO energy (spin up / spin down) (Ha): -0.0580 / -0.0576
Maximum force (eV/A): 0.8
Energy relative to the best compared isomer or geometry (same formula, charge and spin) (kJ/mol): 125.50

The geometry in ORCA input format:
```
! RIJCOSX wB97M-V def2-TZVPD def2/J DEFGRID3
* xyz -2 2
K 1.863 0.116 -0.677
O 0.185 2.486 2.323
S -0.502 2.190 1.044
C -1.093 3.865 0.577
C -1.127 4.829 1.576
C -1.370 6.148 1.235
C -1.527 6.505 -0.100
C -1.466 5.541 -1.090
C -1.273 4.198 -0.762
P -1.174 2.769 -1.897
C 0.400 3.163 -2.736
C 0.616 3.008 -4.104
C 1.872 3.219 -4.649
C 2.932 3.596 -3.845
C 2.740 3.734 -2.480
C 1.487 3.509 -1.927
C -2.522 3.079 -3.086
C -2.623 2.320 -4.262
C -3.750 2.406 -5.063
C -4.814 3.223 -4.706
C -4.743 3.952 -3.532
C -3.609 3.882 -2.731
C -2.083 1.368 1.549
C -2.262 1.514 2.920
C -3.343 0.974 3.586
C -4.270 0.258 2.851
C -4.080 0.086 1.493
C -2.985 0.604 0.777
P -3.079 0.396 -1.099
C -1.753 -0.901 -1.652
C -1.138 -1.570 -0.484
C -1.007 -2.923 -0.396
C -1.487 -3.779 -1.409
C -2.156 -3.223 -2.512
C -2.347 -1.878 -2.615
C -4.581 -0.678 -1.226
C -4.670 -2.013 -0.818
C -5.826 -2.741 -1.033
C -6.918 -2.153 -1.667
C -6.841 -0.836 -2.085
C -5.676 -0.106 -1.866
H -0.924 4.527 2.596
H -1.410 6.907 2.007
H -1.685 7.543 -0.369
H -1.569 5.816 -2.133
H -0.171 2.678 -4.763
H 2.021 3.014 -5.701
H 3.919 3.722 -4.271
H 3.570 3.984 -1.830
H 1.357 3.608 -0.854
H -1.844 1.614 -4.519
H -3.797 1.810 -5.967
H -5.698 3.278 -5.333
H -5.573 4.579 -3.226
H -3.594 4.445 -1.809
H -1.501 2.053 3.469
H -3.441 1.106 4.656
H -5.141 -0.185 3.320
H -4.837 -0.479 0.974
H -0.764 -0.956 0.325
H -0.520 -3.339 0.479
H -1.338 -4.849 -1.340
H -2.523 -3.873 -3.299
H -2.856 -1.450 -3.470
H -3.818 -2.477 -0.332
H -5.875 -3.776 -0.716
H -7.820 -2.728 -1.839
H -7.681 -0.373 -2.589
H -5.603 0.921 -2.209
N 3.852 1.595 7.758
C 3.531 1.019 6.509
C 4.006 -0.246 6.173
C 3.719 -0.794 4.932
C 2.974 -0.080 4.016
C 2.497 1.184 4.335
C 2.773 1.729 5.578
S 2.604 -0.738 2.393
O 2.970 0.342 1.493
O 3.344 -1.968 2.249
N 1.042 -0.879 2.246
C 0.302 -1.612 3.091
N -1.032 -1.678 2.829
C -1.778 -2.368 3.662
C -1.280 -3.013 4.790
C 0.084 -2.896 4.977
N 0.878 -2.226 4.161
H 3.987 0.902 8.480
H 3.166 2.273 8.056
H 4.598 -0.805 6.890
H 4.060 -1.786 4.664
H 1.899 1.728 3.612
H 2.398 2.716 5.828
H -2.839 -2.409 3.422
H -1.911 -3.571 5.467
H 0.569 -3.368 5.830
S 0.902 0.106 -6.416
Sb 1.584 -1.132 -4.616
S 3.258 0.019 -3.509
S -0.513 -0.031 -2.747
*
```

Results of the Löwdin charge analysis, in e, for atoms 1 through 4:
1 K 0.470
2 O -0.538
3 S 0.945
4 C -0.349

---

Entry 3:
2 unconnected molecules or ions with the total composition C31H26F4NO at a distorted geometry. Source: the Open Molecules 2025 dataset; level of theory: ωB97M-V/def2-TZVPD.

E_tot (eV): -46966.674
LUMO (hartree): -0.2398
Frontier orbital gap (eV): 3.025
HOMO energy (Ha): -0.3510
Maximum force (eV/A): 1.9
Energy relative to the best compared isomer or geometry (same formula, charge and spin) (kJ/mol): 9.89

The geometry in ORCA input format:
```
! RIJCOSX wB97M-V def2-TZVPD def2/J DEFGRID3
* xyz 1 1
F -2.753 3.407 -3.594
C -2.480 2.076 -3.348
C -3.533 1.168 -3.482
C -3.198 -0.169 -3.249
F -4.194 -1.115 -3.372
C -1.919 -0.589 -2.932
C -0.851 0.357 -2.790
C 0.448 -0.151 -2.453
C 1.749 0.380 -2.714
C 2.828 -0.560 -2.787
C 4.107 -0.133 -3.098
F 5.127 -1.061 -3.152
C 4.421 1.198 -3.380
C 3.370 2.107 -3.254
F 3.635 3.439 -3.494
C 2.068 1.746 -2.931
C -1.178 1.719 -3.023
H -4.537 1.481 -3.738
H -1.708 -1.648 -2.805
H 0.461 -1.232 -2.285
H 2.630 -1.613 -2.597
H 5.425 1.513 -3.648
H 1.305 2.506 -2.847
H -0.418 2.484 -2.949
C 3.999 -2.188 0.851
C 2.913 -2.591 1.636
C 1.926 -1.681 1.980
C 1.932 -0.362 1.450
C 0.814 0.529 1.607
C -0.470 0.091 1.959
N -1.343 0.926 2.582
C -0.759 2.064 3.286
C -1.785 2.899 4.035
O -3.019 2.979 3.313
C -3.626 1.696 3.206
C -2.775 0.711 2.421
C -0.955 -1.246 1.552
C -0.644 -1.620 0.246
C -1.013 -2.852 -0.266
C -1.756 -3.733 0.533
C -2.067 -3.375 1.850
C -1.674 -2.141 2.368
C 3.084 0.052 0.735
C 4.097 -0.852 0.442
H 4.783 -2.898 0.579
H 2.851 -3.617 1.999
H 1.101 -1.993 2.627
H 1.044 1.593 1.549
H -0.012 1.685 4.001
H -0.244 2.728 2.574
H -1.917 2.454 5.043
H -1.434 3.939 4.101
H -3.807 1.243 4.200
H -4.569 1.871 2.675
H -3.072 0.762 1.356
H -3.056 -0.285 2.777
H -0.084 -0.906 -0.355
H -0.725 -3.135 -1.278
H -2.093 -4.688 0.123
H -2.622 -4.065 2.488
H -1.911 -1.875 3.402
H 3.111 1.086 0.386
H 4.972 -0.513 -0.111
*
```

Results of the Löwdin charge analysis, in e, for atoms 1 through 4:
1 F 0.065
2 C -0.192
3 C 0.136
4 C -0.197

---

Entry 4:
A molecular structure, C42H40N6OSSn at a distorted geometry. Source: the Open Molecules 2025 dataset; level of theory: ωB97M-V/def2-TZVPD.

E_tot (eV): -71838.939
LUMO (spin up / spin down) (hartree): -0.2580 / -0.2995
Frontier orbital gap (spin up / spin down) (eV): 5.023 / 3.931
HOMO energy (spin up / spin down) (Ha): -0.4426 / -0.4440
Maximum force (eV/A): 2.4
Energy relative to the best compared isomer or geometry (same formula, charge and spin) (kJ/mol): 308.56

The geometry in ORCA input format:
```
! RIJCOSX wB97M-V def2-TZVPD def2/J DEFGRID3
* xyz 2 1
Sn 0.426 -0.154 0.592
C 2.254 -5.041 -2.949
C 2.342 -3.688 -3.586
C 2.915 -3.509 -4.838
C 3.007 -2.251 -5.408
C 2.532 -1.137 -4.731
C 1.959 -1.289 -3.482
C 1.857 -2.557 -2.924
N 1.269 -2.698 -1.627
C 2.008 -2.631 -0.511
N 3.343 -2.390 -0.669
C 3.907 -1.299 0.001
C 3.115 -0.349 0.608
C 3.623 0.769 1.215
C 5.000 0.966 1.176
C 5.816 0.030 0.570
C 5.300 -1.111 -0.023
C 6.164 -2.134 -0.691
N 1.417 -2.676 0.660
C 1.878 -3.403 1.728
C 2.853 -4.406 1.564
C 3.219 -5.218 2.611
C 2.602 -5.074 3.850
C 1.627 -4.103 4.020
C 1.261 -3.252 2.992
C 0.233 -2.200 3.233
H 2.793 -5.773 -3.542
H 1.216 -5.364 -2.871
H 2.676 -5.038 -1.944
H 3.290 -4.369 -5.369
H 3.453 -2.139 -6.383
H 2.607 -0.159 -5.178
H 1.578 -0.439 -2.928
H 0.369 -3.152 -1.569
H 3.702 -2.545 -1.607
H 2.978 1.508 1.682
H 5.422 1.856 1.617
H 6.883 0.191 0.555
H 7.215 -1.925 -0.511
H 5.999 -2.127 -1.770
H 5.939 -3.132 -0.318
H 3.311 -4.541 0.595
H 3.975 -5.974 2.466
H 2.874 -5.718 4.670
H 1.145 -4.001 4.981
H -0.296 -2.389 4.164
H -0.495 -2.162 2.412
H 0.711 -1.216 3.307
N -8.323 5.693 -0.876
C -7.315 5.302 -0.503
C -6.053 4.804 -0.078
C -5.729 4.817 1.224
C -4.373 4.386 1.721
C -4.110 2.361 0.032
C -4.309 3.343 -1.095
C -5.182 4.349 -1.157
C -2.804 1.623 -0.109
C -1.588 2.401 0.132
C -1.546 3.925 -0.128
C -0.145 4.089 -0.621
C 0.445 2.880 -0.690
N -0.372 1.853 -0.314
C -2.833 0.268 -0.325
C -4.001 -0.536 -0.593
C -3.614 -1.841 -0.592
C -2.222 -1.833 -0.335
N -1.749 -0.609 -0.223
H -6.452 5.164 1.947
H -4.351 4.524 2.807
H -3.785 3.067 -2.001
H -5.293 4.880 -2.094
H -2.243 4.163 -0.943
H 0.271 5.038 -0.899
H 1.441 2.642 -1.031
H -4.993 -0.182 -0.788
H -4.225 -2.709 -0.754
H -1.574 -2.691 -0.220
O -1.006 0.872 2.286
S -1.535 2.244 2.077
C -1.864 4.898 1.020
C -3.320 5.341 1.115
C -4.283 2.859 1.496
C -3.322 2.122 2.429
H -1.505 4.516 1.974
H -1.286 5.804 0.818
H -3.638 5.655 0.122
H -3.343 6.237 1.738
H -4.907 1.628 -0.116
H -5.270 2.507 1.823
H -3.538 1.055 2.442
H -3.427 2.502 3.446
*
```

Results of the Löwdin charge analysis, in e, for atoms 1 through 4:
1 Sn 1.547
2 C -0.015
3 C -0.213
4 C -0.016